(1)
The following is a quantum chemistry calculation of a cluster of 8 separate species, C5H25NO9 in total, from OMol25.

```
40
Properties=species:S:1:pos:R:3
C -0.83015 1.56715 2.50198
C 0.19848 0.58070 2.23805
N 0.91954 0.65966 1.02341
C 1.76794 1.83739 0.81305
C 1.08173 3.22906 0.57102
C 2.60149 1.49660 -0.41604
O 3.77162 1.48774 -0.26328
O 1.96457 1.21574 -1.54305
H -0.37564 2.50924 2.73536
H -1.45087 1.42050 3.40799
H -1.49846 1.57234 1.59252
H 0.75145 0.33948 3.21303
H -0.47556 -0.42318 2.15013
H 0.28110 0.36673 0.16433
H 2.46139 1.94803 1.66239
H 0.99412 3.87125 1.45861
H 1.61055 3.85010 -0.18235
H -0.01146 2.95968 0.31927
H 2.65857 1.02789 -2.17196
O 3.68193 -0.38845 2.78758
H 2.90096 -0.73910 2.40302
H 4.32391 -0.36870 1.96506
O -4.27111 -1.56068 -0.92284
H -3.95072 -2.28401 -1.53679
H -4.81730 -1.85458 -0.20864
O 0.40066 -2.35974 -1.97518
H -0.02171 -1.50571 -2.03068
H 0.36601 -2.66191 -1.08962
O -2.55585 -3.83656 -1.61009
H -2.61153 -3.60357 -0.62529
H -1.65231 -3.51114 -1.62022
O 0.26194 1.36333 -3.83830
H 1.12785 1.19270 -3.40394
H -0.40578 0.87402 -3.34515
O -1.85109 0.26226 -2.56394
H -1.85728 -0.17233 -3.46615
H -2.90483 0.44150 -2.32832
O -0.96709 -3.56977 1.04140
H -1.26786 -4.17702 1.52569
H -0.34920 -3.05664 1.56795
```

For the HOMO energy, the calculation gives -9.33 eV. As for the structure (SMILES): CCN[C@H](C)C(=O)O.O.O.O.O.O.O.O. The multiplicity is 1. For the gap between HOMO and LUMO, the calculation gives 9.26 eV. The calculation puts the LUMO energy at -0.06 eV.

Atomic partial charges in e from the Mulliken method, atoms 1 to 8:
1 C -1.2208
2 C -0.2789
3 N -0.0684
4 C 0.8094
5 C -1.2629
6 C -0.2525
7 O -0.5567
8 O -0.3103

(2)
The following is a quantum chemistry calculation of a cluster of 9 separate species, C5H26NO10 in total, from OMol25.

```
42
Properties=species:S:1:pos:R:3
C -0.00925 -3.51863 -0.56074
N 0.45894 -3.08980 0.75191
C 3.13830 -0.52824 1.25277
C 2.15648 -1.47030 1.83990
C 1.12832 -1.76258 0.67567
C 0.10067 -0.65620 0.87929
O -0.82385 -0.79470 -0.10472
O -1.13534 -3.69389 -0.85578
H 0.86983 -3.92548 -1.02041
H -0.43541 -2.95404 1.36243
H 3.47548 -0.72077 0.20660
H 2.55379 0.48260 1.00755
H 3.87338 -0.49576 1.93989
H 1.60291 -0.83186 2.68238
H 2.58719 -2.33783 2.29003
H 1.64277 -1.85563 -0.28515
H -0.32777 -0.83781 1.90563
H 0.70894 0.29647 0.83130
H -1.65206 -1.92132 -2.55922
H -0.78645 -1.04757 -1.80048
O -0.85618 -1.42773 -2.74589
H 1.01378 2.20177 1.54978
H 1.37254 3.62540 1.75122
O 1.58774 2.75582 2.05448
H -1.73703 1.14660 -2.63993
H -1.41428 0.34044 -4.12716
O -2.04651 0.78817 -3.56040
H -1.10803 2.10819 -1.10211
H 0.02067 2.11809 -0.16543
O -0.53159 2.84402 -0.67205
H -2.91774 0.98537 -1.14673
H -1.33019 0.12959 -0.40173
O -2.14709 1.10720 -0.76909
H 0.50258 2.44269 -1.94617
H 1.89566 3.20152 -2.34243
O 1.41603 2.40050 -2.54254
H -3.34173 0.21110 1.40294
H -2.81548 -1.12617 0.76280
O -3.27619 -0.69156 1.46791
H -0.61260 2.69996 1.94510
H -1.77651 2.03080 1.05581
O -1.02470 1.77156 1.73277
```

Its total charge is -1. For the HOMO energy, the calculation gives -6.24 eV. The multiplicity is 1. For the gap between HOMO and LUMO, the calculation gives 9.08 eV. The calculation puts the LUMO energy at 2.85 eV.

Atomic partial charges in e from the Mulliken method, atoms 1 to 8:
1 C -0.0348
2 N -0.3676
3 C -0.9550
4 C -0.6501
5 C -0.0092
6 C 0.5532
7 O -0.3811
8 O -0.4884

(3)
The following is a quantum chemistry calculation of a cluster of 10 separate species, C5H26NO11 in total, from OMol25.

```
43
Properties=species:S:1:pos:R:3
O -0.17223 -1.74048 -0.05205
C 0.30636 -0.69385 0.38950
O 0.11233 -0.30792 1.61928
C 1.26570 0.15889 -0.36775
C 0.86205 0.38876 -1.79812
C -0.18131 1.53107 -1.99588
C -1.12010 0.36230 -3.83007
N -1.17168 1.31016 -2.99299
H 2.19456 -0.42988 -0.54365
H 1.57837 1.00669 0.30452
H 1.51628 0.37745 -2.69651
H 0.32874 -0.55978 -2.08163
H -0.76618 1.41885 -1.01343
H 0.31915 2.47466 -2.24302
H -2.04632 0.32091 -4.42640
H -0.38685 -0.42357 -4.00707
H 1.57119 -4.25927 -1.51619
H 1.86870 -2.79214 -1.13055
O 2.28355 -3.63942 -1.34844
H 2.34973 3.45425 0.21449
H 2.95868 3.59492 -1.25809
O 2.20975 3.30561 -0.73347
H 1.41115 -0.02090 2.64165
H 1.72641 0.08455 3.99603
O 2.07502 0.51310 3.19331
H -2.18282 -2.70203 -0.18864
H -3.16798 -1.73813 -0.70951
O -3.13484 -2.51999 -0.14502
H 1.03756 2.48869 1.78174
H 2.07167 2.03846 2.74581
O 1.80096 2.85506 2.24252
H -1.12382 2.29366 1.01726
H -2.22281 2.85237 1.99276
O -1.94612 2.09654 1.46912
H -0.74844 -1.35622 2.43968
H -1.95208 -2.28285 2.15280
O -1.36960 -2.02465 2.87277
H -2.05506 1.07597 2.98741
H -1.54987 -0.29707 3.50757
O -1.80328 0.60844 3.79737
H -0.47238 -2.46813 -1.65811
H -1.56013 -3.36299 -2.17572
O -0.71397 -2.99209 -2.45327
```

Its total charge is -1. For the HOMO energy, the calculation gives -6.73 eV. The multiplicity is 1. For the gap between HOMO and LUMO, the calculation gives 9.51 eV. The calculation puts the LUMO energy at 2.78 eV.

Atomic partial charges in e from the Mulliken method, atoms 1 to 8:
1 O -0.6417
2 C 0.2848
3 O -0.7411
4 C -0.1492
5 C -0.0455
6 C 0.2749
7 C -0.3530
8 N -0.5952

(4)
The following is a quantum chemistry calculation of a cluster of 8 separate species, C5H26NO8 in total, from OMol25.

```
40
Properties=species:S:1:pos:R:3
C -1.61645 -1.48497 -0.83466
O -2.06516 -0.72538 -1.96045
C -0.47759 -0.79918 -0.16373
C 0.27963 -1.82202 0.81266
C -0.28512 -2.08748 2.16946
C 1.70054 -1.47163 0.93110
N -1.09900 0.39941 0.61515
H -2.52349 -1.54762 -0.11993
H -1.33695 -2.40196 -1.30030
H 0.24066 -0.37098 -0.99817
H 0.21270 -2.94765 0.31190
H 0.15005 -3.07369 2.43402
H -0.05945 -1.42387 3.01269
H -1.40291 -2.18878 2.07951
H 2.17062 -1.57473 -0.04442
H 2.29104 -2.07048 1.46435
H 1.67059 -0.42425 1.37851
H -0.57857 1.28302 0.42042
H -1.93953 0.59280 0.12279
H -0.86218 1.79756 -3.43077
H -1.54926 0.11634 -2.34070
O -0.63696 1.48574 -2.61682
H 2.20794 2.40541 -2.65670
H 0.69233 1.64306 -2.60522
O 1.76113 1.59356 -2.27761
H 2.78277 1.88585 -0.93015
H 2.94697 1.31520 0.39521
O 3.29772 2.03691 -0.11896
H 0.87212 1.25635 3.61889
H 1.64364 2.08453 2.39554
O 1.64587 1.79533 3.30872
H -2.37744 1.74023 -1.54079
H -3.86164 1.01887 -1.34060
O -3.19094 1.75119 -0.89161
H -0.91347 0.47201 2.35291
H -1.68846 1.33091 3.18530
O -0.86045 0.78548 3.29383
H 0.17537 -0.61264 -2.88052
H 1.58456 -0.68442 -2.32268
O 0.99877 -1.07802 -2.92817
```

Its total charge is -1. For the HOMO energy, the calculation gives -6.59 eV. The multiplicity is 1. For the gap between HOMO and LUMO, the calculation gives 9.74 eV. The calculation puts the LUMO energy at 3.14 eV.

Atomic partial charges in e from the Mulliken method, atoms 1 to 8:
1 C -0.8890
2 O -0.5259
3 C 1.5179
4 C 0.4323
5 C -1.7504
6 C -1.2875
7 N -0.6672
8 H 0.2800

(5)
The following is a quantum chemistry calculation of a cluster of 8 separate species, C5H27NO8 in total, from OMol25.

```
41
Properties=species:S:1:pos:R:3
C 2.38094 1.36248 -2.10658
N 1.40797 0.35965 -1.66229
C 0.07664 0.58774 -2.35584
C -0.37498 -0.78869 -2.82182
C -0.94498 1.08700 -1.33456
C -2.29161 1.38927 -1.91872
O -0.44912 2.30260 -0.71831
H 3.24343 0.84564 -2.53266
H 2.79437 1.99148 -1.30723
H 2.04813 2.14173 -2.78953
H 1.17885 0.43436 -0.67154
H 0.26958 1.38495 -3.07087
H -0.58434 -1.39047 -1.92686
H -1.28846 -0.76838 -3.41980
H 0.37609 -1.41983 -3.29716
H -1.08064 0.46299 -0.45391
H -2.33896 1.35612 -3.02666
H -2.71723 2.38362 -1.76685
H -3.13669 0.71927 -1.73858
H -0.11202 2.92950 -1.36526
O 0.97679 1.08088 3.61223
H 1.05168 2.02967 3.59438
H 0.01112 0.96737 3.55938
O 0.53158 -0.21544 1.04590
H 1.32510 -0.50937 1.55154
H 0.35233 0.53604 1.63034
O -1.54370 -0.06062 3.16408
H -2.07392 -0.56453 2.52293
H -1.91893 -0.46937 3.95663
O 2.40296 -0.98724 2.97236
H 2.88698 -0.16544 3.02145
H 1.51736 -0.88381 3.31460
O -1.38374 -2.03459 0.97565
H -0.54368 -1.52372 0.97581
H -1.50427 -2.37742 0.08933
O 3.20012 -2.20687 -1.07704
H 2.61702 -1.44085 -1.03079
H 3.68211 -2.10473 -1.90181
O -3.93889 -1.11477 0.21816
H -3.14407 -1.27552 -0.29792
H -3.92433 -1.90816 0.76383
```

For the HOMO energy, the calculation gives -8.99 eV. As for the structure (SMILES): CN[C@@H](C)[C@H](C)O.O.O.O.O.O.O.O. The multiplicity is 1. For the gap between HOMO and LUMO, the calculation gives 9.26 eV. The calculation puts the LUMO energy at 0.27 eV.

Atomic partial charges in e from the Mulliken method, atoms 1 to 8:
1 C -0.9811
2 N 0.0089
3 C 0.0702
4 C -1.3533
5 C 0.9565
6 C -1.5030
7 O -0.5961
8 H 0.2802

(6)
The following is a quantum chemistry calculation of a cluster of 8 separate species, C5H28N2O7S in total, from OMol25.

```
43
Properties=species:S:1:pos:R:3
C 1.46039 -0.97204 -3.09978
C 1.01144 -1.00604 -1.61120
N -0.38173 -0.63139 -1.46910
C -1.07730 -1.11653 -0.30258
C -2.37610 -0.18680 -0.04923
N -2.77261 0.69279 -1.08206
C -1.53100 -2.57469 -0.26944
S -1.81404 -3.14647 1.47596
H 2.54221 -1.25116 -3.12488
H 1.37922 0.08847 -3.35407
H 0.94559 -1.68530 -3.70840
H 1.61100 -0.32692 -1.01045
H 1.17042 -2.07835 -1.29068
H -0.88999 -0.88874 -2.30703
H -0.36392 -0.83424 0.49706
H -3.19611 -0.78242 0.39200
H -2.01380 0.37443 0.83627
H -2.62023 0.41322 -2.03820
H -2.47916 1.65024 -1.00074
H -2.45309 -2.77800 -0.84381
H -0.70428 -3.17480 -0.66621
H -1.56536 -1.97975 2.05297
O -0.39811 0.31722 3.08653
H 0.29672 0.90712 2.75776
H -0.40085 0.55557 4.02535
O 2.59808 -1.42367 1.69306
H 2.21778 -1.62644 0.84042
H 2.15073 -1.92394 2.39667
O -1.06221 3.59244 -2.73457
H -0.10735 3.46454 -2.81551
H -1.42858 3.41401 -1.86231
O 0.86197 -2.32850 3.86458
H 0.28050 -3.06773 3.66777
H 0.36635 -1.52817 3.63542
O -0.76168 3.29773 1.50252
H -1.19097 2.48693 1.22193
H 0.15738 3.32715 1.20588
O 1.75400 1.20086 1.28642
H 2.58014 1.67725 1.34558
H 2.02202 0.49393 0.70419
O 2.13172 2.85524 -1.04273
H 1.25819 3.04285 -1.39165
H 2.79265 3.46013 -1.41368
```

For the HOMO energy, the calculation gives -9.02 eV. As for the structure (SMILES): CCN[C@@H](CN)CS.O.O.O.O.O.O.O. The multiplicity is 1. For the gap between HOMO and LUMO, the calculation gives 9.05 eV. The calculation puts the LUMO energy at 0.03 eV.

Atomic partial charges in e from the Mulliken method, atoms 1 to 8:
1 C -1.5199
2 C 0.1080
3 N -0.2323
4 C 0.6193
5 C -0.4376
6 N -0.4747
7 C -0.6978
8 S -0.2229

(7)
The following is a quantum chemistry calculation of a cluster of 9 separate species, C5H28N2O9 in total, from OMol25.

```
44
Properties=species:S:1:pos:R:3
C 0.47792 -0.04638 1.62742
C 0.13521 -0.47642 0.24713
C -0.17516 -1.94754 0.10628
C -1.16478 -2.65990 1.06318
O -1.09285 -3.85020 1.24682
N 1.19824 -0.15762 -0.78602
C 2.06972 1.03531 -0.53305
N 1.40174 2.30183 -0.34930
H 0.38132 1.03628 1.90787
H -0.01025 -0.41479 2.51431
H 1.61503 -0.12420 1.71228
H -0.70622 0.16496 -0.08944
H -0.52557 -2.08101 -0.94529
H 0.71275 -2.55702 0.17950
H -1.97994 -2.10736 1.55760
H 1.75142 -0.86697 -1.22292
H 2.70081 0.93296 0.33017
H 2.69726 1.11131 -1.45988
H 0.99046 2.72344 -1.16065
H 0.68367 2.23851 0.32992
O -1.90443 2.78882 -3.14625
H -1.45082 1.99198 -2.81452
H -2.32446 2.64885 -3.98624
O 1.48727 2.22335 4.41815
H 0.91567 1.46787 4.37045
H 1.48952 2.77864 3.65690
O -1.87120 2.43734 -0.24567
H -2.06244 2.90034 -1.04958
H -1.44608 1.64300 -0.56611
O 3.84010 -1.10567 -1.49380
H 4.28592 -0.86159 -0.67795
H 4.24831 -0.82483 -2.38308
O -3.61430 0.98672 1.63596
H -2.80304 1.47974 1.37002
H -3.87062 0.54511 0.79862
O 2.82778 -3.92095 1.53140
H 2.67911 -2.99702 1.78076
H 2.02447 -4.38325 1.81642
O -0.38130 0.62169 -3.10404
H 0.23426 0.32204 -2.40044
H 0.04894 0.65122 -3.95450
O -3.12165 0.06535 -1.31580
H -3.49695 0.85076 -1.69669
H -2.30526 -0.03828 -1.81578
```

For the HOMO energy, the calculation gives -9.79 eV. As for the structure (SMILES): C[C@H](CC=O)NCN.O.O.O.O.O.O.O.O. The multiplicity is 1. For the gap between HOMO and LUMO, the calculation gives 9.65 eV. The calculation puts the LUMO energy at -0.14 eV.

Atomic partial charges in e from the Mulliken method, atoms 1 to 8:
1 C -1.4964
2 C 2.7887
3 C -0.9497
4 C -0.2021
5 O -0.4990
6 N -0.1647
7 C -0.8640
8 N -0.5086

(8)
The following is a quantum chemistry calculation of a cluster of 9 separate species, C5H28N2O9 in total, from OMol25.

```
44
Properties=species:S:1:pos:R:3
O 3.69996 -0.97665 0.81173
C 2.96683 -1.32559 -0.06940
C 1.51275 -0.86482 -0.02480
C 0.51700 -2.01281 -0.33753
C -0.88764 -1.46496 -0.55269
C -2.48652 -2.54761 -2.03621
N -1.46502 -1.82554 -1.82613
N 1.26345 -0.15612 1.23909
H 3.20263 -1.93918 -0.94828
H 1.40160 -0.16265 -0.86956
H 0.96866 -2.55927 -1.16775
H 0.58317 -2.71182 0.50164
H -0.90784 -0.37864 -0.41531
H -1.52824 -1.73342 0.29465
H -2.88218 -2.91325 -2.98251
H -2.94367 -3.12757 -1.23613
H -1.16169 -1.31927 -2.66199
H 0.28001 0.04561 1.43776
H 1.79726 0.72722 1.25275
H 1.63880 -0.66497 2.04940
H -0.75684 2.16642 1.85958
H -1.61504 1.92058 0.50478
O -1.21928 1.51356 1.28719
H 3.35275 2.87170 1.45149
H 3.91621 1.52706 2.07989
O 3.14718 1.96786 1.70365
H -0.91790 2.31388 -1.93340
H -2.43344 2.34840 -2.40975
O -1.67071 1.78717 -2.22274
H 1.20373 3.73547 -0.35348
H 1.83143 3.37384 -1.67697
O 1.16871 3.06375 -1.04618
H -4.49183 2.53675 1.73437
H -3.25362 1.51475 1.59074
O -4.02205 1.92819 1.09583
H -3.30027 -2.49532 2.71187
H -3.14504 -3.56890 1.62399
O -2.85651 -2.68705 1.87943
H 0.53864 -2.64132 -4.10758
H 0.45750 -1.25932 -4.54024
O 0.65561 -1.76092 -3.73811
H 1.74775 2.37023 2.69649
H 0.69972 3.46020 3.26763
O 0.79709 2.59418 2.86037
```

Its total charge is +3. For the HOMO energy (alpha / beta), the calculation gives -19.06 / -19.06 eV. The multiplicity is 2. For the gap between HOMO and LUMO (alpha / beta), the calculation gives 9.53 / 2.50 eV. The calculation puts the LUMO energy (alpha / beta) at -9.53 / -16.56 eV.

Atomic partial charges in e from the Mulliken method, atoms 1 to 8:
1 O -0.4183
2 C -0.1916
3 C 0.1568
4 C -0.9514
5 C -0.0904
6 C -0.0924
7 N 0.2132
8 N 0.2092

Going through the records in order, we get DFT total energy values of -25505.9175, -27570.6335, -29621.5894, -23477.1726, -23492.3835, -33786.3658, -27045.6952, -27015.7541 eV.
Going through the records in order, we get relative energy (zero: lowest compared OMol25 entry of this formula, charge and spin) values of 87.1, 131.8, 28.7, 62.1, 39.9, 23.9, 100.3, 22.0 kcal/mol.